An isolated molecule of C22H34N4O5, computed with ωB97M-V/def2-TZVPD.

Calculated values
**Energy above the lowest of the compared OMol25 structures with the same formula, charge and spin**: 2.8647 eV
**SMILES**: CNC[C@@H]1NC(=O)[C@@](CCCCOC)(c2cccnc2)[C@@]1(CCC(N)=O)COC(C)=O
**E_LUMO**: 0.40 eV
**Multiplicity**: 1
**HOMO**: -8.9 eV

Element x y z (Å)
C (-3.22616, 1.62214, 3.38256)
N (-2.86294, 0.35966, 2.75044)
C (-3.42131, 0.19555, 1.41789)
C (-2.46359, 0.55548, 0.27081)
N (-3.01835, -0.03340, -0.95639)
C (-2.00816, -0.42948, -1.82193)
O (-2.18444, -1.12325, -2.79222)
C (-0.66432, 0.04831, -1.26355)
C (0.46386, -0.88639, -1.71040)
C (0.83700, -0.84295, -3.19164)
C (1.84242, -1.94984, -3.51979)
C (3.14742, -1.83203, -2.74336)
O (3.07909, -2.62702, -1.57045)
C (3.96419, -2.20393, -0.56213)
C (-0.39118, 1.48005, -1.73073)
C (0.87813, 2.04602, -1.63480)
C (1.08794, 3.34368, -2.05052)
C (0.01863, 4.05842, -2.57196)
N (-1.18825, 3.53550, -2.70614)
C (-1.37349, 2.28542, -2.30200)
C (-1.00642, -0.01829, 0.28857)
C (-1.03072, -1.46328, 0.82102)
C (0.30447, -2.16489, 1.11731)
C (0.38638, -2.73251, 2.53204)
N (1.30917, -3.82983, 2.72155)
O (-0.26677, -2.32240, 3.44597)
C (-0.01772, 0.86515, 1.04419)
O (-0.00986, 0.59075, 2.43962)
C (0.82499, 1.36149, 3.19212)
C (0.67047, 2.86287, 3.04568)
O (1.60319, 0.85727, 3.95214)
H (-3.00168, 2.44804, 2.70362)
H (-2.63132, 1.75925, 4.28835)
H (-4.28759, 1.68204, 3.66327)
H (-3.19887, -0.39882, 3.32862)
H (-4.30447, 0.84354, 1.29114)
H (-3.76163, -0.82927, 1.25974)
H (-2.40448, 1.64939, 0.18349)
H (-3.80591, 0.42852, -1.38741)
H (0.21006, -1.91060, -1.43800)
H (1.36724, -0.64436, -1.13565)
H (-0.04721, -0.96160, -3.81667)
H (1.29379, 0.11851, -3.44894)
H (2.06810, -1.92964, -4.58992)
H (1.39883, -2.92800, -3.30829)
H (4.00533, -2.14390, -3.35269)
H (3.31647, -0.77960, -2.46242)
H (4.06829, -3.01656, 0.15737)
H (3.57517, -1.31735, -0.03953)
H (4.95606, -1.96545, -0.96407)
H (1.70597, 1.47129, -1.23643)
H (2.06475, 3.80582, -1.98226)
H (0.15136, 5.08279, -2.90121)
H (-2.37354, 1.89493, -2.45429)
H (-1.60056, -2.07017, 0.10908)
H (-1.58863, -1.46322, 1.75637)
H (0.47655, -3.00130, 0.43507)
H (1.16535, -1.50394, 0.96956)
H (2.20782, -3.58896, 2.31154)
H (0.97391, -4.63544, 2.20122)
H (-0.24633, 1.91556, 0.84519)
H (0.99532, 0.66349, 0.67348)
H (0.77449, 3.31302, 4.03119)
H (1.47443, 3.24796, 2.41222)
H (-0.28072, 3.15577, 2.60339)

A structure of composition C22H34N5O4SeTi, computed with ωB97M-V/def2-TZVPD.

Calculated values
**Energy above the lowest of the compared OMol25 structures with the same formula, charge and spin**: 0.0000 eV
**E_LUMO (alpha / beta)**: -3.07 / -3.07 eV
**Charge**: +1
**Multiplicity**: 1
**HOMO (alpha / beta)**: -9.1 / -9.1 eV

Element x y z (Å)
Ti (0.27640, -0.06897, -0.23485)
N (-0.90211, -0.59701, 1.62731)
C (-1.69661, 0.45463, 2.28802)
C (-2.08919, 1.50562, 1.26803)
N (-0.93622, 1.91520, 0.43263)
C (-1.44544, 2.57396, -0.79238)
C (-0.36376, 2.64730, -1.85165)
N (0.20887, 1.29967, -2.03588)
C (-0.05530, 2.86271, 1.15946)
C (1.03475, 2.17406, 1.95774)
N (1.64588, 1.13587, 1.11848)
H (-0.23704, -1.04381, 2.25530)
H (-1.50848, -1.34983, 1.31438)
H (-1.10708, 0.87954, 3.09706)
H (-2.60052, 0.04950, 2.74647)
H (-2.83553, 1.08183, 0.60052)
H (-2.53188, 2.37699, 1.76272)
H (-2.27069, 1.97228, -1.16939)
H (-1.83181, 3.57453, -0.56837)
H (-0.78414, 3.04435, -2.77730)
H (0.44384, 3.31702, -1.55915)
H (-0.37909, 0.75860, -2.66382)
H (1.12434, 1.34990, -2.47106)
H (0.43317, 3.49770, 0.42146)
H (-0.65363, 3.52396, 1.79464)
H (1.76536, 2.91952, 2.27911)
H (0.66020, 1.70251, 2.86249)
H (2.38643, 1.52373, 0.54096)
H (2.10217, 0.43946, 1.71271)
O (3.79787, -1.74456, -1.74602)
C (2.57262, -1.35613, -1.48024)
O (2.30091, -0.20066, -1.09999)
C (1.47820, -2.26484, -1.73986)
C (1.54672, -3.44545, -2.40743)
C (0.35010, -4.12691, -2.74946)
C (-0.84070, -3.52379, -2.46799)
C (-0.87992, -2.29063, -1.78515)
N (0.28733, -1.68766, -1.32249)
C (-1.96247, -1.47170, -1.46764)
O (-3.25860, -1.70501, -1.71458)
O (-1.68472, -0.38659, -0.86514)
H (4.41845, -1.04488, -1.49123)
H (2.51388, -3.83427, -2.69520)
H (0.38837, -5.07248, -3.26823)
H (-1.76669, -3.99153, -2.78247)
H (-3.37635, -2.54874, -2.16634)
C (4.27878, 0.90323, 6.17736)
C (3.67382, 0.14215, 5.03003)
C (2.46721, -0.52875, 5.16327)
C (1.89792, -1.25611, 4.12059)
C (0.60416, -1.98341, 4.38834)
C (2.55570, -1.31514, 2.88064)
Se (1.74870, -2.18905, 1.36479)
C (3.79847, -0.66499, 2.74097)
C (4.58912, -0.74314, 1.46117)
C (4.32862, 0.05116, 3.80837)
H (3.55203, 1.06494, 6.97223)
H (4.65380, 1.87490, 5.85414)
H (5.12105, 0.35496, 6.60340)
H (1.95070, -0.49788, 6.11704)
H (0.49784, -2.17128, 5.45585)
H (0.56794, -2.93248, 3.85629)
H (-0.27721, -1.40555, 4.08764)
H (4.08359, -0.21463, 0.64636)
H (4.70088, -1.78075, 1.14366)
H (5.57591, -0.30108, 1.59534)
H (5.28998, 0.53944, 3.68503)

A structure of composition C22H35ClGe2N3O4Yb, computed with ωB97M-V/def2-TZVPD.

Calculated values
**Energy above the lowest of the compared OMol25 structures with the same formula, charge and spin**: 0.0000 eV
**E_LUMO**: -2.25 eV
**Charge**: +1
**Multiplicity**: 1
**HOMO**: -9.4 eV

Element x y z (Å)
Yb (-0.68373, -2.12972, -0.79360)
N (-0.47208, -3.78194, -2.78502)
C (-0.19602, -4.90212, -1.85751)
C (1.17391, -4.65772, -1.20863)
N (1.16401, -3.68888, -0.07459)
C (0.95566, -4.30341, 1.21145)
C (-0.50918, -4.37667, 1.62380)
N (-1.18421, -3.10543, 1.44808)
H (-1.42641, -3.66872, -3.06235)
H (0.08308, -3.89990, -3.65108)
H (-0.14614, -5.89880, -2.27719)
H (-0.99114, -4.94511, -1.09987)
H (1.78249, -4.15800, -2.01278)
H (1.66131, -5.59207, -0.94805)
H (2.02134, -3.27271, -0.03373)
H (1.50596, -3.63013, 1.98095)
H (1.35379, -5.31574, 1.20153)
H (-0.69471, -4.79036, 2.59536)
H (-1.08074, -5.06764, 0.98663)
H (-0.95579, -2.41201, 2.12528)
H (-2.24335, -3.22698, 1.42494)
Cl (3.34238, 1.57798, -2.15167)
C (3.09046, 0.18549, -1.11895)
C (1.66225, -0.32279, -1.15342)
O (1.53417, -1.49104, -1.49461)
O (0.57585, 0.33664, -0.90335)
H (3.31079, 0.43796, -0.13369)
H (3.75053, -0.63769, -1.47485)
C (3.14168, 2.26988, 1.83893)
Ge (1.88001, 3.47548, 0.84019)
C (2.63684, 4.44258, -0.68376)
C (1.25363, 4.60839, 2.30275)
Ge (0.13015, 1.92485, -0.00261)
C (-0.80903, 1.12021, 1.53821)
C (0.03039, 0.32607, 2.38162)
C (-0.48111, -0.15134, 3.56251)
C (-1.78843, 0.10238, 3.90407)
C (-2.62546, 0.72485, 3.03759)
C (-2.11974, 1.24629, 1.86566)
C (-0.96089, 2.62553, -1.54102)
C (-0.84921, 2.15313, -2.87044)
C (-1.66570, 2.69345, -3.81585)
C (-2.55076, 3.69132, -3.52284)
C (-2.69021, 4.17058, -2.24337)
C (-1.80000, 3.71934, -1.27269)
H (3.87800, 1.73982, 1.12765)
H (2.72720, 1.48098, 2.46667)
H (3.69130, 2.94696, 2.42343)
H (3.75828, 4.63873, -0.65800)
H (2.20849, 5.42818, -0.68871)
H (2.37813, 3.86501, -1.59328)
H (2.12144, 4.98877, 2.89782)
H (0.61730, 4.13082, 2.97020)
H (0.51833, 5.43140, 1.99511)
H (1.06556, 0.06007, 2.07695)
H (0.21205, -0.56890, 4.28481)
H (-2.08153, -0.23693, 4.88402)
H (-3.67083, 0.91347, 3.36335)
H (-2.80003, 1.80048, 1.21375)
H (-0.34515, 1.25739, -3.07585)
H (-1.62671, 2.31092, -4.90245)
H (-3.14555, 4.12680, -4.31890)
H (-3.40613, 4.93883, -2.02135)
H (-1.80237, 4.15605, -0.34400)
O (-2.93708, -2.36405, -1.68089)
C (-3.37298, -1.45123, -0.95712)
O (-2.65067, -0.71078, -0.28186)
H (-4.45369, -1.28823, -0.86346)

Computed M (g mol⁻¹) in order:
434.5 559.4 759.3